1.
64
Properties=species:S:1:pos:R:3 method="wB97M-V/def2-TZVPD" total_charge=-2 energy_ev=-92948.0182 spin_multiplicity=2 e_lumo_ev="4.3 / 4.3" s2=1.15
Fe 0.07204 1.78640 0.04923
C 4.97265 -4.00256 0.85620
C 4.36932 -2.70896 0.37552
C 3.90815 -1.75421 1.27241
C 3.34089 -0.56467 0.83113
C 3.23587 -0.32493 -0.52653
C 3.67628 -1.27322 -1.44017
C 4.24109 -2.45396 -0.98921
S 2.63721 1.23618 -1.16188
O 1.50181 0.92514 -2.01982
O 3.77830 1.80681 -1.85663
N 2.16549 1.98875 0.13427
C 2.45208 3.42190 0.19799
C 1.38323 4.24099 -0.54379
O 1.57426 5.41775 -0.82804
O 0.31327 3.57073 -0.80004
H 5.06490 -4.01139 1.94263
H 5.96722 -4.15923 0.43184
H 4.35564 -4.85696 0.56729
H 3.97756 -1.94600 2.33796
H 2.95555 0.17536 1.52026
H 3.57023 -1.07759 -2.49956
H 4.58044 -3.19579 -1.70541
H 3.44661 3.66263 -0.17982
H 2.40137 3.70700 1.25193
I 0.00136 2.33057 2.58826
C -3.64497 -0.83608 -3.10417
C -4.42279 -0.03261 -2.28492
C -3.85187 0.85281 -1.38133
C -2.45356 0.96655 -1.23449
C -1.68134 0.18367 -2.12293
C -2.26077 -0.69309 -3.01504
N -1.82835 1.84165 -0.37365
C -2.64896 2.70303 0.37202
C -3.60484 2.21450 1.26659
C -4.38632 3.07261 2.02152
C -4.22606 4.44903 1.91278
C -3.26431 4.94215 1.04060
C -2.48526 4.08600 0.27891
H -4.09569 -1.53017 -3.80377
H -5.50605 -0.08452 -2.34355
H -4.51316 1.47992 -0.79745
H -0.60614 0.28275 -2.11873
H -1.61141 -1.26875 -3.66708
H -3.69427 1.14266 1.40430
H -5.10847 2.65983 2.71809
H -4.82989 5.12333 2.50911
H -3.10521 6.01134 0.95465
H -1.72544 4.46765 -0.39287
C -0.25174 -3.03093 2.29600
C -0.26297 -2.72825 0.79109
C -1.60463 -3.17317 0.19082
C 0.87867 -3.49260 0.10725
C -0.09903 -1.28203 0.58785
C 0.02803 -0.08413 0.44984
H -0.38085 -4.10525 2.47126
H -1.05535 -2.48975 2.79617
H 0.69277 -2.71052 2.73882
H -1.73591 -4.25483 0.31028
H -1.65129 -2.92350 -0.86975
H -2.43265 -2.65824 0.68028
H 0.78336 -4.56762 0.29703
H 1.84549 -3.15111 0.47930
H 0.85845 -3.32310 -0.97088


2.
88
Properties=species:S:1:pos:R:3 method="wB97M-V/def2-TZVPD" total_charge=+1 energy_ev=-230287.8774 spin_multiplicity=1 e_lumo_ev=-3.4
Ca 0.02765 0.26609 0.26709
C 3.02312 2.62524 1.94807
Si 1.32590 3.36880 1.55060
C 1.51302 5.25349 1.49033
C 0.22292 3.02828 3.06418
C 0.54741 2.60583 0.02519
C -0.90259 2.88379 0.10380
C -1.49567 4.10688 -0.26545
C -2.85573 4.28637 -0.13803
C -3.63599 3.24961 0.37307
C -2.99809 2.08328 0.72952
N -1.68056 1.89479 0.59430
Si 1.29951 3.02300 -1.63450
C -0.01937 2.64404 -2.95714
C 1.93584 4.77738 -1.96853
C 2.79198 1.89018 -1.94860
H 3.48232 3.16588 2.77931
H 3.70758 2.67948 1.09866
H 2.92910 1.58312 2.24844
H 1.69228 5.65099 2.49167
H 0.60329 5.72074 1.10772
H 2.33944 5.56640 0.85011
H 0.81623 3.03688 3.98174
H -0.28704 2.06565 3.00282
H -0.54646 3.79771 3.15827
H -0.86584 4.90058 -0.64400
H -3.31143 5.22444 -0.42943
H -4.70545 3.35647 0.48323
H -3.56463 1.25176 1.13810
H -0.57910 3.54341 -3.21944
H -0.74468 1.90158 -2.60737
H 0.42877 2.25838 -3.87558
H 1.21206 5.54809 -1.69770
H 2.17235 4.89874 -3.02801
H 2.85127 4.97047 -1.40510
H 2.56209 0.83771 -1.77087
H 3.63085 2.16454 -1.30428
H 3.12608 1.98975 -2.98394
S 5.56596 -0.38242 5.66302
N 3.96240 -0.34961 5.78891
C 3.47081 -0.56485 4.58310
C 2.07528 -0.59327 4.22441
C 1.05440 -0.47992 5.16966
C -0.25329 -0.46795 4.74085
C -0.49805 -0.55831 3.37645
N 0.45433 -0.69795 2.46099
C 1.73773 -0.72773 2.86579
C 2.77608 -0.92736 1.85064
N 2.39081 -1.05658 0.56947
C 3.31327 -1.32383 -0.33994
C 4.66786 -1.46990 -0.05438
C 5.08709 -1.28014 1.24268
C 4.13151 -0.99500 2.21884
C 4.48012 -0.75659 3.59622
N 5.70275 -0.67574 4.08651
H 1.31348 -0.40212 6.21718
H -1.07317 -0.38303 5.43906
H -1.51712 -0.51805 3.00686
H 2.96258 -1.44246 -1.35959
H 5.37236 -1.72166 -0.83391
H 6.12761 -1.35091 1.52944
C 2.38200 -6.32458 -0.34714
C 1.81829 -5.09999 -1.00589
C 1.85559 -4.91228 -2.38415
C 1.35406 -3.74857 -2.94093
C 0.81102 -2.81050 -2.07899
Br 0.20600 -1.14404 -2.78630
N 0.73480 -2.97052 -0.78153
C 1.22893 -4.09060 -0.25692
H 2.59490 -7.09867 -1.08095
H 1.68860 -6.72247 0.39330
H 3.31089 -6.07934 0.17075
H 2.27304 -5.67642 -3.02758
H 1.37228 -3.56439 -4.00537
H 1.13559 -4.17692 0.82268
Se -1.97526 -2.28682 0.75134
N -1.99432 -0.90938 -0.32702
C -3.19022 -0.85735 -0.91299
C -3.60339 0.10646 -1.86352
C -4.85891 0.00605 -2.38191
C -5.75230 -1.03149 -1.99096
C -5.39220 -1.97907 -1.08334
C -4.09382 -1.91349 -0.51653
N -3.60798 -2.76350 0.38524
H -2.92362 0.89410 -2.16206
H -5.19111 0.72681 -3.11715
H -6.73865 -1.06070 -2.43384
H -6.06152 -2.77363 -0.78476


3.
88
Properties=species:S:1:pos:R:3 method="wB97M-V/def2-TZVPD" total_charge=+3 energy_ev=-98695.4517 spin_multiplicity=1 e_lumo_ev=-9.8
Ta 0.64503 0.26366 -0.92699
N -4.55682 -3.54913 3.69393
C -3.71288 -2.76691 3.10836
C -4.00110 -1.31093 3.01543
C -2.77497 -0.39517 2.77245
C -1.75146 -1.00762 1.77223
C -1.67514 -2.51699 1.81308
C -2.54433 -3.30543 2.45363
S 0.01779 -0.52181 1.80444
O 0.50542 -0.76573 3.10653
O 0.52837 -1.35567 0.65434
N 0.33082 0.86786 1.08149
C -0.06425 2.19291 1.39877
N -0.26902 2.86938 0.27770
C -0.62025 4.14977 0.44994
C -0.76053 4.68954 1.71815
C -0.50583 3.86147 2.79904
N -0.14054 2.57955 2.64308
H -5.40162 -3.19592 4.13392
H -4.42105 -4.55589 3.71826
H -4.52790 -0.97146 3.91066
H -2.37607 0.04909 3.68249
H -0.85156 -2.99788 1.30339
H -2.40076 -4.37960 2.44938
H -0.79656 4.74185 -0.43911
H -1.05677 5.71894 1.85579
H -0.58662 4.22020 3.81748
C -0.19056 2.12667 -3.39151
O 0.70944 1.49261 -2.41852
Si 2.41989 0.88738 -2.89385
C 2.04948 -0.11640 -4.39355
C 3.31679 2.45967 -3.24979
C 2.56255 -0.02501 -1.26206
Si 3.73474 0.97360 0.06454
C 3.57402 0.23063 1.76520
C 5.46955 0.86472 -0.58055
C 3.12379 2.75084 0.05313
Si 3.30302 -1.89556 -1.49128
C 1.96783 -3.08414 -2.01223
C 4.56988 -1.69387 -2.84808
C 3.99898 -2.50923 0.10872
H -0.76104 1.34306 -3.88362
H 0.41940 2.68381 -4.09650
H -0.83739 2.79688 -2.83318
H 1.44815 0.48783 -5.07754
H 1.51686 -1.04112 -4.18196
H 2.96510 -0.36503 -4.93325
H 3.29848 2.61708 -4.33057
H 4.36222 2.43135 -2.94166
H 2.85177 3.31211 -2.75526
H 4.53589 -0.17535 2.08229
H 2.85530 -0.58190 1.83971
H 3.28629 0.99873 2.48504
H 5.87032 -0.14887 -0.56472
H 6.09297 1.46469 0.09075
H 5.60219 1.27326 -1.58254
H 2.17787 2.93163 -0.46188
H 3.86709 3.40169 -0.41218
H 2.99765 3.09141 1.08345
H 1.34805 -2.75441 -2.84357
H 1.31955 -3.36896 -1.18129
H 2.48137 -3.99252 -2.34232
H 4.14687 -1.90129 -3.83088
H 5.36595 -2.42858 -2.69534
H 5.05836 -0.71841 -2.86747
H 3.23508 -2.56212 0.88471
H 4.85841 -1.96369 0.49295
H 4.32855 -3.53455 -0.08737
F -5.23490 -2.76409 0.17748
C -4.52996 -1.71082 0.51952
C -4.99043 -1.02303 1.81051
F -6.23250 -1.43383 2.14215
C -4.79860 0.46035 1.62275
C -3.32031 0.57008 1.69129
C -2.60752 -0.31106 0.62645
F -1.93631 0.51013 -0.27785
C -3.39286 -1.35333 -0.08296
C -2.59590 -2.16672 -1.02774
C -1.49422 -1.62214 -1.57022
N -0.52164 -1.05475 -1.97277
C -2.77582 -3.58205 -1.08822
N -2.96781 -4.71516 -1.09765
F -2.79828 1.81288 1.72665
C -5.71370 1.40682 1.40753
C -7.11989 1.11853 1.35292
N -8.24087 0.87909 1.30640
C -5.31197 2.77201 1.18241
N -4.94857 3.84036 0.97749


4.
86
Properties=species:S:1:pos:R:3 method="wB97M-V/def2-TZVPD" total_charge=-1 energy_ev=-228488.0722 spin_multiplicity=1 e_lumo_ev=0.1
C -2.50100 4.66225 0.29406
C -1.25935 3.68665 0.63502
O -1.71467 2.30741 0.60027
B -0.73479 1.41612 1.21051
O -0.48632 1.71356 2.57316
C -0.06609 0.17359 0.35163
C -0.62767 -1.29271 0.74790
C -2.10676 -1.39680 0.07621
C -3.22257 -2.18409 0.87673
C -4.11026 -2.95148 -0.25582
C -5.33047 -3.75141 0.34105
F -5.84516 -4.60140 -0.68860
F -6.41944 -2.91926 0.71328
C -4.99551 -4.70452 1.56707
F -3.75575 -5.33088 1.49639
F -5.93350 -5.74564 1.73421
F -5.12413 -3.92561 2.73681
P -0.63205 -1.71675 2.58357
S -1.95519 -0.90920 3.73373
C 0.28586 -2.47746 0.05981
C -0.48771 -3.80679 -0.35099
C 0.38599 -5.12242 0.06122
O 0.05367 -5.61600 1.37401
C 1.13589 -1.78493 -1.10316
I 1.92319 -3.35814 -2.54474
N 2.20399 -0.82317 -0.57238
N 2.86274 -1.54157 0.40378
C 3.26805 -0.48085 -1.60812
C 4.60237 -1.30819 -1.62392
O 5.60712 -0.73638 -0.71348
C 1.44133 0.41509 -0.07617
O 1.38164 1.49975 -1.00022
C 0.92073 1.44617 -2.30898
C 0.28739 2.88877 -2.68586
C -0.11951 2.92750 -4.22980
O 1.21110 3.93037 -2.31297
C 2.35661 1.19626 1.03102
Br 2.37125 0.51160 2.86885
C 2.33280 2.80006 0.92368
C 3.55205 3.40411 0.05346
Br 2.76632 3.44708 2.78584
H -2.19763 5.72469 0.60033
H -2.79091 4.63971 -0.80061
H -3.33960 4.33092 0.99603
H -0.42640 3.91986 -0.12147
H -0.87564 4.04979 1.63908
H -1.36337 1.91095 2.97496
H -0.64520 0.30987 -0.64323
H -2.04316 -1.76175 -1.01360
H -2.57360 -0.35295 -0.07002
H -2.88260 -3.01144 1.56555
H -3.96589 -1.46330 1.36412
H -4.43626 -2.24448 -1.07738
H -3.38932 -3.70580 -0.73310
H -0.93675 -3.14119 2.58901
H 0.64399 -1.64058 3.21685
H 0.92002 -2.88743 0.92867
H -1.43500 -4.01202 0.26666
H -0.83429 -3.85091 -1.43301
H 0.28400 -5.90063 -0.75656
H 1.47150 -4.79185 0.06943
H 0.46060 -4.96252 1.98463
H 0.43311 -1.25666 -1.83784
H 2.99218 -2.53659 0.23670
H 3.65235 -1.14532 0.89446
H 2.85563 -0.46424 -2.67658
H 3.65669 0.59448 -1.46465
H 4.54041 -2.40646 -1.37422
H 5.05742 -1.24170 -2.67617
H 6.45043 -0.94481 -1.15433
H 1.77643 1.32207 -3.07131
H 0.11967 0.70070 -2.62189
H -0.69517 2.92634 -2.09723
H 0.77712 2.68289 -4.88093
H -0.96115 2.16031 -4.36206
H -0.52967 3.98092 -4.42227
H 1.10296 4.70789 -2.89202
H 3.43437 0.98616 0.67327
H 1.34353 3.28990 0.71120
H 4.51281 2.85942 0.30825
H 3.65174 4.52918 0.21364
H 3.30710 3.16540 -1.03573
C -0.14202 6.25631 3.10234
O 0.33017 6.43261 4.24333
O -1.38741 6.29242 2.81864
O 0.55463 6.00915 2.06096


5.
18
Properties=species:S:1:pos:R:3 method="wB97M-V/def2-TZVPD" energy_ev=-8452.2478 spin_multiplicity=1 e_lumo_ev=1.1
C -2.13017 -2.03919 1.48426
C -1.63900 -1.14727 0.90402
C -1.30222 0.07690 0.22446
C -0.26966 0.07036 -0.88325
C 0.75634 0.99884 -1.66588
C 2.16519 0.62978 -0.85353
C 1.47616 0.28712 0.68128
C -0.00323 0.67159 0.50449
H -2.54876 -2.88950 1.95098
H -2.08595 0.72356 0.22898
H 0.07159 -0.92411 -1.12677
H 0.71734 0.83536 -2.73274
H 0.53363 2.00097 -1.47262
H 2.94513 1.38351 -0.91158
H 2.55881 -0.32629 -1.17429
H 1.60116 -0.71721 0.91671
H 1.96870 0.87688 1.44596
H -0.08214 1.74810 0.50024


6.
11
Properties=species:S:1:pos:R:3 method="wB97M-V/def2-TZVPD" energy_ev=-10353.2962 spin_multiplicity=1 e_lumo_ev=0.4
C 0.81861 -0.26977 -1.50466
C -0.29961 -0.03479 -0.55305
O -1.51816 0.17020 -0.87710
C -0.18544 0.03689 0.87234
O 0.93686 -0.09222 1.65017
C -1.45830 0.29259 1.27127
O -2.40356 0.42225 1.95091
H 0.88321 0.57117 -2.20024
H 1.76735 -0.37762 -0.97693
H 0.61717 -1.17967 -2.07637
H 0.84188 0.46098 2.44366


7.
132
Properties=species:S:1:pos:R:3 method="wB97M-V/def2-TZVPD" energy_ev=-96094.2598 spin_multiplicity=1 e_lumo_ev=-1.7
O 10.11341 16.71649 19.81943
C 10.05115 17.00802 21.02759
C 10.37015 18.38180 21.51578
C 10.08443 18.88146 22.75125
C 9.55449 17.91970 23.73285
O 9.44426 18.21087 24.89396
C 9.36649 16.53385 23.38112
C 9.42503 16.15187 22.12447
H 10.97699 18.92648 20.76998
H 10.34015 19.87579 23.09122
H 8.94489 15.89219 24.19082
H 9.12341 15.15742 21.81700
O 14.30450 7.83363 13.53332
C 13.62081 8.27375 14.45867
C 14.07636 8.42047 15.83657
C 13.25671 8.70601 16.87010
C 11.82210 8.87399 16.67068
O 11.07965 8.85136 17.62284
C 11.33953 8.97110 15.22946
C 12.17354 8.63589 14.25001
H 15.09754 8.33052 16.08053
H 13.56854 8.79877 17.89408
H 10.26725 9.22695 15.03027
H 11.89069 8.58824 13.19194
O 5.55294 11.74388 18.02400
C 6.80044 11.80784 18.16936
C 7.67020 10.63528 18.11678
C 8.97423 10.76683 18.20704
C 9.65023 12.15244 18.18789
O 10.81234 12.38373 17.91044
C 8.74132 13.27541 18.46290
C 7.40897 13.09598 18.42914
H 7.11551 9.66898 18.16436
H 9.75943 10.01115 18.26282
H 9.21281 14.19770 18.79846
H 6.77641 13.86581 18.77508
O 17.72613 11.04336 21.97470
C 17.97853 10.08396 21.30173
C 18.05659 8.70110 21.85470
C 18.62799 7.75700 21.09219
C 19.07393 7.95238 19.70472
O 19.45210 6.98613 19.06954
C 18.87728 9.29020 19.14317
C 18.37948 10.29552 19.85481
H 17.72167 8.60283 22.88801
H 18.69993 6.73614 21.46270
H 19.22712 9.40072 18.12800
H 18.10266 11.30330 19.42920
O 18.41178 13.81282 12.01709
C 18.57866 14.90772 12.51152
C 17.77450 16.06657 12.06462
C 18.20838 17.31160 12.34476
C 19.17966 17.54711 13.43542
O 19.22593 18.66626 13.91536
C 20.01279 16.45604 13.91151
C 19.59589 15.19698 13.62816
H 16.91800 15.90639 11.45603
H 17.70106 18.21689 11.94063
H 20.75534 16.77543 14.59643
H 20.00953 14.30595 14.13690
O 16.84692 20.24181 17.82058
C 16.78268 19.17209 17.31984
C 15.39591 18.79973 16.83952
C 15.18715 17.68977 16.11511
C 16.31489 16.84098 15.65436
O 16.18344 15.89129 14.92732
C 17.62010 17.15798 16.40153
C 17.80467 18.17385 17.25422
H 14.60165 19.48279 17.03798
H 14.16095 17.38196 16.00029
H 18.35651 16.44764 16.13683
H 18.64292 18.21589 17.87735
C 6.59914 11.04976 21.67859
N 7.99595 10.81793 21.73250
C 8.81320 11.85477 22.08682
C 10.26344 11.55669 21.89028
O 8.33206 12.95146 22.35310
H 6.23088 11.12958 22.67293
H 6.22468 10.13564 21.15748
H 6.37617 11.93189 21.10217
H 8.42628 9.95475 21.45560
H 10.41527 10.54883 21.64895
H 10.72752 11.74035 22.84299
H 10.63881 12.29730 21.14071
C 14.11282 16.05479 24.11778
N 14.69657 14.79530 24.55530
C 14.12036 13.58150 24.27393
C 14.97773 12.34855 24.68333
O 13.11707 13.50477 23.59566
H 14.74498 16.52186 23.34024
H 13.97161 16.70698 24.93860
H 13.13350 15.79977 23.74324
H 15.38742 14.81023 25.29876
H 14.60867 11.82822 25.60741
H 16.02225 12.56145 24.72389
H 14.83818 11.56678 23.89037
C 14.56963 13.98274 12.10913
N 14.09650 13.29803 13.29941
C 14.51103 12.04906 13.55709
C 15.65534 11.59410 12.71855
O 14.04272 11.30066 14.41208
H 14.38126 15.07147 12.26863
H 14.04373 13.77047 11.18974
H 15.64467 13.81444 12.12434
H 13.20838 13.39671 13.73693
H 15.82893 10.53761 12.88480
H 16.46344 12.25428 12.89746
H 15.52819 11.61987 11.64528
C 17.46194 15.84740 20.26091
N 17.87743 15.00180 19.18104
C 19.06899 15.13780 18.59792
C 19.27980 14.00142 17.56745
O 19.86398 16.05452 18.72902
H 17.36990 16.97065 19.97815
H 18.14322 16.00581 21.08198
H 16.54705 15.48121 20.62469
H 17.37163 14.18427 19.03111
H 18.30452 13.74572 17.32822
H 19.86886 13.19540 18.06098
H 19.89622 14.35900 16.78612
C 13.66942 11.27276 19.81225
N 13.93106 12.34048 18.76804
C 15.12309 12.98808 18.51087
C 15.00891 14.13520 17.57893
O 16.16542 12.61499 18.99406
H 14.08707 10.29094 19.51010
H 12.60622 11.18824 19.96529
H 13.94644 11.49871 20.80323
H 13.12608 12.83949 18.46342
H 14.11873 14.14460 16.98868
H 15.78550 14.09330 16.82156
H 15.16990 15.07325 18.07879